C20H38BCoF2N3PS2SeSi as an isolated structure at a distorted geometry. Source: the OMol25 dataset; level of theory: wB97M-V/def2-TZVPD.

Geometry as XYZ:
```
70
Properties=species:S:1:pos:R:3
Co -0.253 -0.178 -0.101
C 2.013 0.775 4.393
S 2.185 -0.937 3.849
C 1.500 -0.765 2.214
S -0.240 -0.542 2.039
N 2.278 -0.862 1.203
N 1.606 -0.551 0.018
C 1.634 -1.704 -0.928
C 1.172 -1.217 -2.251
C 1.546 -1.760 -3.473
C 0.787 -1.462 -4.590
C -0.330 -0.653 -4.454
C -0.609 -0.118 -3.209
N 0.150 -0.346 -2.137
H 2.327 0.824 5.435
H 0.973 1.094 4.321
H 2.643 1.435 3.796
H 2.557 -2.294 -0.915
H 2.391 -2.433 -3.522
H 1.046 -1.881 -5.555
H -0.985 -0.439 -5.287
H -1.471 0.515 -3.045
C -4.950 1.485 1.264
Si -4.707 -0.018 0.170
C -5.436 -1.476 1.093
C -5.792 0.280 -1.335
Se -2.684 -0.476 -0.592
H -6.018 1.598 1.480
H -4.602 2.393 0.767
H -4.418 1.396 2.213
H -6.509 -1.331 1.256
H -4.952 -1.607 2.063
H -5.291 -2.395 0.523
H -6.851 0.339 -1.062
H -5.664 -0.528 -2.058
H -5.508 1.214 -1.826
C 2.390 2.348 -1.292
C 1.627 3.058 -0.168
C 1.790 4.572 -0.345
P -0.087 2.361 0.055
C -1.232 3.314 -1.058
C -1.649 4.736 -0.682
C -0.719 3.303 -2.501
C -0.498 2.847 1.791
C -1.959 2.518 2.079
C -0.106 4.209 2.362
H 3.443 2.649 -1.269
H 1.992 2.623 -2.272
H 2.337 1.268 -1.169
H 2.103 2.760 0.775
H 1.503 4.872 -1.354
H 2.845 4.839 -0.222
H 1.215 5.170 0.357
H -2.125 2.676 -1.022
H -0.798 5.419 -0.666
H -2.144 4.787 0.287
H -2.356 5.114 -1.428
H 0.004 4.105 -2.661
H -1.548 3.465 -3.196
H -0.234 2.368 -2.770
H 0.087 2.096 2.334
H -2.635 3.273 1.673
H -2.127 2.467 3.159
H -2.236 1.554 1.652
H -0.571 5.048 1.843
H 0.974 4.360 2.362
H -0.435 4.251 3.406
F -0.460 -3.165 -1.223
B 0.465 -2.664 -0.393
F 0.668 -3.369 0.720
```

Properties
E_tot (eV): -173755.54676
2S+1: 2
Orbital gap (spin up / spin down) (eV): 6.42 / 6.42
Energy relative to the best compared isomer or geometry (same formula, charge and spin) (kcal per mole): 36.9
Highest occupied orbital energy (spin up / spin down) (eV): -3.779 / -3.786
Charge: -1
⟨S²⟩: 0.79

These are the Löwdin partial charges, in e, on atoms 1 to 4:
1. Co -0.186
2. C -0.441
3. S 0.766
4. C -1.057